# 1
{"formula": "C4H29NO13", "method": "ωB97M-V/def2-TZVPD", "de_lowest_kcal_mol": 71.3, "multiplicity": 1, "total_energy_ev": -32726.769, "e_lumo_ha": 0.000, "homo_lumo_gap_ev": 9.401, "elements": ["N", "C", "C", "O", "C", "C", "O", "H", "H", "H", "H", "H", "H", "H", "O", "H", "H", "O", "H", "H", "O", "H", "H", "O", "H", "H", "O", "H", "H", "O", "H", "H", "O", "H", "H", "O", "H", "H", "O", "H", "H", "O", "H", "H", "O", "H", "H"], "coordinates": [[0.13, 0.23, -0.86], [1.19, -0.41, -1.69], [2.08, -1.41, -1.04], [2.57, -2.28, -1.72], [2.01, 0.75, -2.32], [1.26, 1.75, -3.11], [0.07, 1.76, -3.34], [0.60, 0.82, -0.18], [-0.41, -0.48, -0.37], [0.68, -0.94, -2.50], [2.36, -1.32, 0.03], [2.80, 1.24, -1.71], [2.78, 0.25, -2.96], [1.85, 2.55, -3.52], [1.70, 3.09, 0.56], [2.14, 2.24, 0.37], [1.00, 2.97, 1.20], [-3.12, -0.54, 0.65], [-3.36, -0.56, -0.31], [-2.88, -1.50, 0.70], [-1.95, -2.94, 0.57], [-2.20, -3.77, 0.15], [-1.11, -2.91, 1.08], [-1.31, -0.61, -4.47], [-1.03, 0.30, -4.35], [-0.53, -1.16, -4.38], [-0.16, 2.45, 2.87], [-0.91, 1.84, 3.00], [-0.19, 3.07, 3.61], [0.09, -2.59, 2.23], [0.46, -1.86, 1.74], [-0.45, -2.18, 2.95], [-1.91, -1.53, 3.72], [-1.98, -0.59, 3.43], [-2.72, -1.99, 3.50], [1.52, 0.30, 2.74], [0.94, 1.09, 2.91], [1.90, 0.19, 3.62], [-2.43, 0.94, 2.74], [-3.35, 0.88, 3.00], [-2.32, 0.56, 1.84], [-2.87, 0.14, -1.98], [-3.17, -0.35, -2.74], [-2.03, 0.62, -2.09], [3.38, 0.92, 0.92], [2.72, 0.76, 1.65], [4.02, 1.44, 1.43]], "mulliken_charge": [-0.30, 0.96, -0.24, -0.53, -0.82, -0.10, -0.50, 0.06, 0.14, -0.09, 0.30, 0.35, 0.44, 0.38, -0.67, 0.24, 0.36, -0.64, 0.34, 0.33, -0.63, 0.24, 0.45, -0.63, 0.35, 0.29, -0.63, 0.39, 0.27, -0.75, 0.25, 0.42, -0.72, 0.43, 0.30, -0.70, 0.41, 0.29, -0.79, 0.30, 0.41, -0.67, 0.30, 0.32, -0.61, 0.45, 0.27]}

=====

# 2
{"formula": "C4H2AgLiO2", "method": "ωB97M-V/def2-TZVPD", "charge": 1, "de_lowest_kcal_mol": 72.5, "multiplicity": 2, "total_energy_ev": -12465.639, "e_lumo_ha": [-0.205, -0.275], "homo_lumo_gap_ev": [3.767, 1.875], "elements": ["H", "C", "C", "C", "C", "O", "O", "Li", "Ag", "H"], "coordinates": [[0.61, -3.71, 3.21], [1.19, -0.80, -0.20], [1.16, 0.48, -0.53], [-0.07, 1.17, -0.75], [-1.13, 1.75, -0.94], [-2.21, 2.36, -1.17], [1.22, -1.94, 0.08], [1.03, -3.16, 1.63], [-3.94, 2.89, -0.69], [2.14, 0.96, -0.64]], "lowdin_spin": [0.00, 0.12, 0.09, 0.26, 0.21, 0.21, 0.10, 0.00, 0.02, 0.00]}

=====

# 3
{"formula": "C4H2AgO", "method": "ωB97M-V/def2-TZVPD", "charge": 1, "de_lowest_kcal_mol": 40.4, "multiplicity": 3, "total_energy_ev": -10211.882, "e_lumo_ha": [-0.204, -0.215], "homo_lumo_gap_ev": [6.329, 9.418], "elements": ["C", "C", "C", "C", "O", "Ag", "H", "H"], "coordinates": [[1.34, 1.63, 0.61], [1.05, 1.53, -0.68], [0.42, 0.41, -0.18], [-0.28, -0.80, -0.26], [-1.48, -0.87, -0.56], [-2.99, -2.25, -0.47], [1.61, 2.04, 1.57], [0.33, -1.70, -0.03]], "lowdin_spin": [0.42, 0.55, 0.60, 0.20, 0.19, 0.01, 0.02, 0.02]}

=====

# 4
{"formula": "C4H2Br2N2O4S", "method": "ωB97M-V/def2-TZVPD", "de_lowest_kcal_mol": 52.8, "multiplicity": 1, "total_energy_ev": -166260.937, "e_lumo_ha": -0.025, "homo_lumo_gap_ev": 8.595, "elements": ["C", "C", "C", "C", "N", "N", "O", "O", "O", "O", "S", "Br", "Br", "H", "H"], "coordinates": [[0.31, 0.04, 0.27], [0.75, 1.30, 0.51], [0.18, -0.55, -0.93], [-2.93, 0.45, -0.21], [0.89, 2.43, 0.82], [-2.55, 1.21, 0.77], [1.22, 3.58, 0.85], [-2.60, 0.41, 1.86], [-3.63, -1.88, 0.79], [-2.32, 2.37, 0.95], [-2.50, -1.00, 0.74], [-0.51, -2.28, -1.16], [-2.49, 0.98, -1.88], [0.10, -0.34, 1.26], [0.38, 0.08, -1.88]], "mulliken_charge": [-0.23, 0.23, -0.52, -0.02, 0.49, 0.92, -0.64, -0.39, -0.47, -0.60, 0.50, -0.07, 0.00, 0.39, 0.43]}

=====

# 5
{"formula": "C4H2BrN2OP", "method": "ωB97M-V/def2-TZVPD", "de_lowest_kcal_mol": 4.0, "multiplicity": 1, "total_energy_ev": -88536.606, "e_lumo_ha": 0.008, "homo_lumo_gap_ev": 10.076, "elements": ["N", "C", "C", "N", "C", "P", "O", "C", "Br", "H", "H"], "coordinates": [[-2.21, 1.02, 2.80], [-1.84, 0.65, 1.79], [-1.14, 0.21, 0.71], [0.31, -0.16, 1.13], [0.87, -0.32, -0.02], [2.59, -0.19, -0.50], [0.06, -0.13, -1.09], [-1.19, 0.19, -0.63], [-2.40, 0.76, -1.88], [2.28, -0.42, -1.81], [2.66, -1.61, -0.51]], "mulliken_charge": [-0.41, 0.18, 0.66, -0.49, 0.53, -0.13, -0.24, -0.15, -0.06, 0.05, 0.07]}